This record from OMol25 describes 2 unconnected molecules or ions with the total composition C4H16N2OSi2 at a distorted geometry. The level of theory is ωB97M-V/def2-TZVPD.

Geometry as XYZ:
```
25
Properties=species:S:1:pos:R:3:mulliken_charge:R:1
C 3.51216 0.68523 0.70043 -1.0385
Si 2.05443 -0.38769 0.31975 0.5015
C 2.36229 -0.95838 -1.57207 -0.8824
N 0.84646 1.21428 0.12413 -0.3878
O 1.41906 -1.32147 1.35079 -0.7814
H 3.26685 1.38341 1.52353 0.2764
H 4.39652 0.12385 1.06116 0.3088
H 3.87898 1.26633 -0.12417 0.3728
H 1.47076 -1.32170 -2.19140 0.2813
H 2.73445 0.04210 -2.06149 0.2038
H 3.06679 -1.77403 -1.65225 0.3251
H 1.41608 1.83815 -0.51902 0.3460
H 0.90969 1.57726 1.08227 0.3282
H -0.08743 0.90807 -0.17128 0.2568
C -1.56931 -1.45329 -0.08637 -0.9734
Si -2.72469 0.02071 -0.02048 0.3993
C -4.51540 0.04296 0.78512 -0.9534
N -1.89000 1.25363 -0.58436 -0.6323
H -2.06898 -2.33442 -0.30640 0.4580
H -0.88849 -1.40514 -0.94113 0.1750
H -0.97161 -1.64297 0.81328 0.3565
H -4.41923 -0.51797 1.82583 0.2977
H -4.77161 1.07497 1.07645 0.2968
H -5.29418 -0.57993 0.14063 0.2881
H -2.13357 2.26606 -0.57294 0.1771
```

Energy above the lowest of the compared OMol25 structures with the same formula, charge and spin ... 52.8 kcal/mol
Total charge ... 0
DFT total energy ... -25191.1118 eV
SMILES ... C[Si](C)([NH3+])[O-].C[Si](C)=N